1) {"formula": "C2H9N3S", "method": "wB97M-V/def2-TZVPD", "symbols": ["H", "N", "H", "H", "H", "H", "S", "N", "H", "C", "H", "C", "H", "N", "H"], "coordinates": [[0.1445, 1.1701, 1.5971], [-0.4912, -0.8306, 1.3967], [1.9709, -0.9321, -0.8295], [1.5975, 0.0619, 0.9852], [1.6088, 0.2492, -2.2579], [0.4876, -1.0266, -1.6284], [-1.2422, 0.1407, -0.8735], [0.3677, 0.4688, -0.4348], [-1.2666, -0.7347, 2.0958], [1.2534, -0.2255, -1.2843], [0.1841, -1.5142, 1.7844], [0.5362, 0.2960, 1.0347], [-0.8623, 0.6429, -2.0731], [-1.9960, 1.2835, -0.2102], [-2.2924, 0.9506, 0.6979]], "homo_lumo_gap_ev": 9.0688, "lumo_energy_ha": 0.0288, "spin_multiplicity": 1}

---

2) {"formula": "C2H9N3S", "method": "wB97M-V/def2-TZVPD", "symbols": ["N", "H", "H", "H", "N", "S", "H", "H", "H", "C", "C", "H", "H", "N", "H"], "coordinates": [[0.8137, -1.3592, 0.0770], [0.6214, -1.2728, -0.9736], [2.4940, -0.4268, -0.2524], [-2.7853, -0.4277, -0.2618], [0.3094, 0.7277, 0.3853], [1.5313, 1.6509, -0.0709], [1.1988, 1.5502, -1.3672], [2.5919, -1.4726, 1.0831], [-1.2081, -0.9219, 0.5338], [-1.9363, -0.1570, 0.4314], [-1.0480, 0.9131, -0.1098], [-2.3031, -0.0475, 1.4455], [-1.3882, 1.8660, 0.2241], [2.1302, -1.3631, 0.0998], [-1.0216, 0.7407, -1.2442]], "homo_lumo_gap_ev": [8.1113, 8.5141], "lumo_energy_ha": [0.0035, 0.0143], "spin_multiplicity": 1}

---

The most stable of them is 1).

---

1) {"formula": "C3H8N4O", "method": "wB97M-V/def2-TZVPD", "symbols": ["C", "C", "H", "N", "O", "C", "H", "N", "H", "H", "H", "H", "N", "H", "H", "N"], "coordinates": [[2.2048, 0.0919, -0.4555], [-1.6494, -0.8074, -0.0342], [2.5807, 1.2902, -0.1531], [0.6826, 0.0296, 0.0358], [-2.3649, -1.8127, -0.0359], [1.7419, -0.5554, 0.8091], [1.7520, -1.6210, 0.8096], [-0.2676, -0.8471, -0.4434], [1.9771, -0.1192, 1.9486], [-1.5598, 1.8034, -1.1259], [-0.5939, 1.7059, -0.0991], [0.0338, -1.7197, -0.7616], [-1.5809, 1.7386, -0.1142], [2.3609, -0.5224, -1.4941], [-3.2391, 0.7168, 0.6061], [-2.0782, 0.6285, 0.5077]], "homo_lumo_gap_ev": 9.4875, "lumo_energy_ha": 0.0248, "spin_multiplicity": 1, "smiles": "NNC(=O)NN1CC1"}

---

2) {"formula": "C3H8N4O", "method": "wB97M-V/def2-TZVPD", "symbols": ["N", "H", "N", "N", "N", "O", "C", "H", "H", "H", "H", "H", "H", "H", "C", "C"], "coordinates": [[0.7429, 0.7122, -0.0347], [-1.0098, 2.9536, 1.8787], [2.1471, -1.0734, 0.1889], [-1.3168, 0.5816, -0.7155], [-1.0632, -0.3552, -1.5955], [0.0027, -1.5121, 0.2095], [-1.0091, 1.4888, 1.4939], [-0.2090, -0.2248, -2.4059], [2.2714, -1.9930, 0.5474], [-2.2182, 1.1796, 1.7610], [2.9383, -0.4017, -0.1896], [1.2139, 1.1278, 1.1205], [-0.2992, 0.7745, 2.2756], [-2.0314, -0.5240, -2.2719], [0.8418, -0.7359, 0.0457], [-0.5407, 0.9385, 0.2447]], "homo_lumo_gap_ev": 8.4061, "lumo_energy_ha": 0.0194, "spin_multiplicity": 1}

---

3) {"formula": "C3H8N4O", "method": "wB97M-V/def2-TZVPD", "symbols": ["H", "H", "H", "N", "C", "H", "N", "N", "H", "N", "C", "H", "H", "C", "O", "H"], "coordinates": [[-0.1691, 3.0017, -0.7526], [1.2684, 0.5787, -2.9407], [-0.2416, -1.3115, -0.9533], [1.1063, -0.2419, -1.7380], [-0.0355, -0.9454, 0.1156], [2.5264, -0.3506, -1.0392], [-0.5322, -1.5004, 1.0911], [-1.1228, -2.7198, 0.8727], [-0.9228, -3.4223, 1.7454], [0.6038, 0.9687, -1.1169], [-0.3556, 1.8266, 0.9509], [-0.9202, -3.3528, 0.1762], [-0.3077, 1.6877, 2.1454], [0.0876, 0.6170, -0.0171], [0.3828, 3.0748, 0.4596], [-1.3678, 2.0895, 1.0010]], "homo_lumo_gap_ev": 8.3428, "lumo_energy_ha": -0.0193, "spin_multiplicity": 1}

---

4) {"formula": "C3H8N4O", "method": "wB97M-V/def2-TZVPD", "symbols": ["N", "H", "N", "H", "H", "C", "O", "C", "N", "H", "H", "C", "H", "H", "N", "H"], "coordinates": [[0.3845, 0.5021, -0.0248], [1.4973, 0.4736, 1.6275], [0.8181, 1.5128, -0.9426], [-0.0427, -2.6396, -0.7000], [2.3294, 0.1817, 0.2377], [-0.9946, 1.0961, 1.0365], [-0.8741, -0.3313, -1.8468], [-0.5527, -0.5753, -0.7159], [1.4646, -0.0218, 0.7375], [-0.1252, -1.9662, 0.9257], [-0.6168, 1.9509, 1.5937], [-0.5581, -1.9181, -0.0606], [0.2224, 2.3308, -0.8214], [0.6251, 1.1773, -1.8909], [-1.9871, 0.4736, 0.7846], [-1.5900, -2.2466, 0.0598]], "homo_lumo_gap_ev": 9.3671, "lumo_energy_ha": 0.0308, "spin_multiplicity": 1}

---

The most stable of them is 4).

---

1) {"formula": "C5H14O", "method": "wB97M-V/def2-TZVPD", "symbols": ["H", "H", "C", "H", "C", "C", "H", "H", "O", "H", "C", "H", "H", "H", "H", "C", "H", "H", "H", "H"], "coordinates": [[3.0164, -2.2378, 0.4101], [3.6135, -0.0464, -0.5555], [3.0649, -0.0801, 0.4447], [-2.0786, -0.7705, 0.9680], [-0.8323, -0.6240, -1.0294], [-2.0400, 1.5669, -0.7429], [2.4375, 0.8447, 0.6596], [-3.0626, 1.4267, -0.3169], [-1.7686, 0.1512, 1.0909], [-2.2583, 1.4492, -1.8751], [-1.0578, 0.5320, -0.0507], [-0.1836, -0.1945, -1.8834], [-1.7760, 2.6422, -0.6198], [1.7677, -1.5790, -0.5490], [-1.6783, -1.1697, -1.2416], [2.4143, -1.3432, 0.3858], [1.6244, -1.5759, 1.1639], [3.7061, -0.0882, 1.3099], [-0.2489, 1.0805, 0.3430], [-0.0249, -1.3005, -0.5845]], "homo_lumo_gap_ev": 10.9107, "lumo_energy_ha": 0.0363, "spin_multiplicity": 1, "smiles": "CC(C)O.CC"}

---

2) {"formula": "C5H14O", "method": "wB97M-V/def2-TZVPD", "symbols": ["H", "H", "H", "H", "H", "H", "O", "C", "C", "H", "H", "C", "H", "H", "H", "C", "H", "H", "C", "H"], "coordinates": [[0.6165, 1.3208, -0.1270], [2.3084, 1.2714, 0.3672], [1.1039, -1.0085, 0.5172], [-1.6755, 1.0031, 1.1020], [0.7711, -0.9285, -1.1321], [-1.4980, -2.3842, 0.7310], [-2.2743, -2.3114, 1.3070], [2.0265, 1.4798, -1.7582], [1.5991, 0.9309, -0.3740], [2.7344, 2.2953, -1.6505], [2.4711, 0.6661, -2.3217], [1.5265, -0.5990, -0.4117], [-2.1207, -0.7925, 2.6180], [-3.6015, -0.7788, 1.5398], [1.1491, 1.8509, -2.2876], [-1.8332, 0.0212, 0.6646], [-0.8537, -0.3050, 0.3139], [2.5320, -0.9984, -0.5106], [-2.5265, -0.9311, 1.6244], [-2.4550, 0.1978, -0.2119]], "homo_lumo_gap_ev": 11.2029, "lumo_energy_ha": 0.0347, "spin_multiplicity": 1, "smiles": "CCC.CCO"}

---

The most stable of them is 2).